Entry from the Open Molecules 2025 dataset: 2 unconnected molecules or ions with the total composition C4H8 in a non-equilibrium geometry (the ωB97M-V functional and the def2-TZVPD basis).

As for the HOMO-LUMO gap: 10.5 eV. For the HOMO energy, the calculation gives -9.33 eV. Its charge is 0.

The geometry in XYZ format:
```
12
C4H8 the ωB97M-V functional and the def2-TZVPD basis
C 0.606 1.400 -1.460
C 0.528 0.554 -0.469
C -0.183 -0.844 1.536
C -0.901 -1.082 0.413
H 0.500 2.500 -1.270
H 0.441 1.183 -2.522
H 0.373 0.877 0.598
H 0.631 -0.524 -0.631
H 0.211 0.090 1.902
H 0.173 -1.866 1.889
H -1.295 -0.325 -0.175
H -1.326 -2.105 0.094
```

Entry from the Open Molecules 2025 dataset: C19H17N3O3S in the gas phase in a non-equilibrium geometry (the ωB97M-V functional and the def2-TZVPD basis).

As for the HOMO-LUMO gap: 8.6 eV. For the HOMO energy, the calculation gives -8.13 eV. Its charge is 0.

The geometry in XYZ format:
```
43
C19H17N3O3S the ωB97M-V functional and the def2-TZVPD basis
N -0.749 -2.288 -3.771
N -1.759 -0.242 -3.665
O -3.281 2.908 0.115
O 1.489 2.301 0.585
O -0.826 3.599 1.384
S 2.058 -2.934 -2.042
C -0.434 -1.702 -2.612
C -1.115 -0.442 -2.524
C 0.459 -2.284 -1.623
C 0.140 -2.480 -0.287
C 3.319 -4.607 1.422
C 2.234 -4.296 2.284
C 3.329 -4.215 0.084
C -2.124 1.276 -1.124
C 0.218 0.891 -0.848
C 1.147 -3.549 1.786
C -2.109 2.270 -0.151
C 0.275 1.897 0.079
C -0.897 2.612 0.441
C 2.232 -3.521 -0.385
C -0.989 0.537 -1.472
C 1.174 -3.151 0.464
N -1.529 -1.350 -4.396
C -3.605 3.202 1.477
C 1.941 1.401 1.586
C -0.532 4.890 0.837
H -0.792 -2.196 0.197
H 4.136 -5.145 1.858
H 2.214 -4.664 3.323
H 4.159 -4.406 -0.538
H -3.046 1.028 -1.631
H 1.129 0.334 -1.164
H 0.367 -3.243 2.452
H -1.883 -1.494 -5.365
H -4.685 3.371 1.591
H -3.360 2.390 2.185
H -3.115 4.111 1.831
H 2.946 1.684 1.868
H 1.951 0.375 1.234
H 1.269 1.495 2.454
H -0.639 5.644 1.590
H -1.231 5.078 0.002
H 0.516 4.914 0.469
```

Entry from the Open Molecules 2025 dataset: 11 unconnected molecules or ions with the total composition C68H58ClN2O41 (the ωB97M-V functional and the def2-TZVPD basis).

As for the HOMO-LUMO gap: 7.1 eV. For the HOMO energy, the calculation gives -10.76 eV. Its charge is +1.

The geometry in XYZ format:
```
170
C68H58ClN2O41 the ωB97M-V functional and the def2-TZVPD basis
C 2.874 -0.088 -0.740
O 1.623 -0.298 -0.102
C 0.859 0.864 0.072
C -0.585 0.680 -0.433
C -0.714 -0.339 -1.568
Cl -0.490 -1.982 -0.910
C -2.076 -0.341 -2.302
C -2.883 0.958 -2.337
N -2.626 1.812 -1.132
C -1.148 2.024 -0.892
C -0.946 3.228 0.042
N -0.040 4.185 -0.562
H 3.355 -1.059 -0.833
H 3.521 0.553 -0.133
H 2.747 0.346 -1.738
H 1.347 1.713 -0.421
H 0.806 1.097 1.142
H -1.206 0.320 0.398
H 0.100 -0.193 -2.279
H -2.700 -1.119 -1.863
H -1.893 -0.634 -3.336
H -2.679 1.583 -3.206
H -3.946 0.723 -2.342
H -3.046 1.382 -0.304
H -3.069 2.722 -1.264
H -0.753 2.284 -1.880
H -0.674 2.892 1.051
H -1.910 3.742 0.152
H 0.864 3.792 -0.793
H 0.114 4.972 0.058
C -3.778 -6.147 0.658
C -3.299 -5.001 0.156
C -4.166 -3.767 -0.013
O -3.612 -2.758 -0.431
C -5.560 -3.845 0.335
C -6.044 -4.997 0.835
C -5.165 -6.223 1.046
O -5.712 -7.190 1.538
O -7.294 -5.180 1.199
O -2.033 -4.872 -0.209
H -3.155 -7.022 0.792
H -6.178 -2.970 0.197
H -7.354 -6.101 1.532
H -1.863 -3.965 -0.517
C 2.504 -2.042 5.716
C 3.449 -2.346 4.813
C 3.400 -1.861 3.375
O 4.330 -2.193 2.660
C 2.276 -1.056 2.950
C 1.338 -0.753 3.853
C 1.396 -1.221 5.295
O 0.470 -0.857 6.002
O 0.257 -0.020 3.594
O 4.512 -3.089 5.078
H 2.552 -2.378 6.742
H 2.216 -0.727 1.923
H -0.222 0.028 4.450
H 5.040 -3.129 4.256
C 3.204 -5.674 -2.065
C 3.904 -6.489 -1.259
C 4.096 -6.217 0.223
O 4.745 -7.042 0.839
C 3.510 -5.026 0.795
C 2.808 -4.212 -0.007
C 2.617 -4.492 -1.490
O 1.963 -3.663 -2.105
O 2.222 -3.098 0.393
O 4.496 -7.598 -1.667
H 3.073 -5.866 -3.120
H 3.658 -4.829 1.847
H 1.757 -2.723 -0.385
H 4.924 -7.988 -0.877
C 3.468 -7.956 -8.424
C 4.293 -8.918 -7.976
C 4.761 -8.988 -6.530
O 5.495 -9.916 -6.251
C 4.317 -7.973 -5.599
C 3.498 -7.017 -6.054
C 3.016 -6.955 -7.494
O 2.262 -6.033 -7.757
O 3.015 -6.030 -5.312
O 4.776 -9.889 -8.725
H 3.132 -7.903 -9.450
H 4.658 -8.024 -4.573
H 2.444 -5.502 -5.911
H 5.336 -10.439 -8.138
C 2.658 4.813 -3.347
C 2.994 4.466 -4.603
C 4.094 3.456 -4.906
O 4.279 3.216 -6.083
C 4.825 2.867 -3.808
C 4.495 3.225 -2.559
C 3.373 4.206 -2.260
O 3.144 4.407 -1.073
O 5.093 2.769 -1.471
O 2.415 4.943 -5.683
H 1.875 5.524 -3.124
H 5.619 2.168 -4.029
H 4.669 3.223 -0.715
H 2.861 4.519 -6.447
C -0.666 -6.245 2.947
C -0.507 -5.288 3.874
C -0.740 -5.542 5.356
O -0.545 -4.586 6.087
C -1.167 -6.849 5.784
C -1.335 -7.805 4.856
C -1.085 -7.557 3.377
O -1.269 -8.505 2.633
O -1.727 -9.036 5.120
O -0.139 -4.043 3.621
H -0.500 -6.076 1.892
H -1.341 -7.019 6.837
H -1.758 -9.509 4.263
H -0.108 -3.605 4.500
C -2.097 6.909 2.625
C -2.860 8.003 2.780
C -2.379 9.392 2.393
O -3.192 10.288 2.528
C -1.036 9.549 1.889
C -0.284 8.451 1.718
C -0.797 7.063 2.046
O -0.067 6.123 1.750
O 0.943 8.464 1.225
O -4.096 7.978 3.232
H -2.446 5.917 2.872
H -0.693 10.540 1.630
H 1.249 7.537 1.201
H -4.411 8.907 3.230
C -4.083 6.122 -1.004
C -5.218 5.599 -1.482
C -6.472 6.428 -1.654
O -7.438 5.851 -2.119
C -6.443 7.818 -1.262
C -5.305 8.348 -0.785
C -4.048 7.521 -0.641
O -3.052 8.072 -0.208
O -5.188 9.609 -0.410
O -5.356 4.332 -1.852
H -3.173 5.548 -0.885
H -7.351 8.394 -1.377
H -4.273 9.749 -0.102
H -6.284 4.247 -2.159
C -5.952 7.863 -7.557
C -5.142 7.564 -6.532
C -5.391 8.075 -5.127
O -4.586 7.728 -4.272
C -6.523 8.921 -4.877
C -7.337 9.236 -5.899
C -7.099 8.710 -7.308
O -7.911 9.051 -8.145
O -8.400 10.004 -5.798
O -4.059 6.806 -6.625
H -5.784 7.504 -8.563
H -6.669 9.290 -3.871
H -8.795 10.050 -6.693
H -3.677 6.781 -5.724
C 5.682 -4.126 8.044
C 6.775 -4.774 8.478
C 7.573 -4.307 9.686
O 8.536 -4.990 9.981
C 7.153 -3.116 10.385
C 6.061 -2.470 9.949
C 5.255 -2.949 8.754
O 4.273 -2.279 8.470
O 5.573 -1.373 10.501
O 7.270 -5.860 7.918
H 5.107 -4.446 7.187
H 7.729 -2.784 11.237
H 4.775 -1.140 9.983
H 8.056 -6.106 8.450
```

Entry from the Open Molecules 2025 dataset: a molecular structure, C5H11O4Sr in a non-equilibrium geometry (the ωB97M-V functional and the def2-TZVPD basis).

As for the multiplicity: 2. Its expectation value of S² is 0.75. As for the HOMO-LUMO gap (alpha / beta): 7.3 / 8.2 eV. For the HOMO energy (alpha / beta), the calculation gives -7.11 / -8.04 eV. Its charge is 0.

The geometry in XYZ format:
```
21
C5H11O4Sr the ωB97M-V functional and the def2-TZVPD basis
O -1.597 0.903 1.561
Sr -0.414 -0.591 0.471
O -1.231 -1.735 -0.798
C -1.757 -1.249 -1.983
C -1.020 -0.048 -2.493
O -0.207 0.568 -1.572
C 1.057 1.101 -1.948
C 1.744 1.453 -0.652
O 1.668 0.330 0.219
C 2.438 0.489 1.406
H -2.832 -0.969 -1.853
H -1.759 -2.002 -2.799
H -2.254 1.504 1.035
H -0.961 0.315 -3.522
H 0.928 1.999 -2.567
H 1.602 0.340 -2.522
H 1.230 2.297 -0.162
H 2.795 1.711 -0.844
H 2.318 -0.415 2.010
H 3.498 0.613 1.146
H 2.098 1.364 1.977
```

| no. | total energy (eV) |
| --- | --- |
| 1 | -4273.575 |
| 2 | -41424.721 |
| 3 | -170896.595 |
| 4 | -14385.552 |